{
  "formula": "C14H29N2OP",
  "method": "ωB97M-V/def2-TZVPD",
  "smiles": "CCCCN1C(C)=C(C)N(CCCC)P1(=O)CC",
  "homo_ev": -7.130,
  "spin_multiplicity": 1,
  "e_above_lowest_kcal_mol": 0.0,
  "e_lumo_ev": 0.8871,
  "homo_lumo_gap_ev": 8.02,
  "e_tot_ha": -1076.97145,
  "symbols": ["P", "O", "N", "N", "C", "C", "C", "C", "C", "C", "C", "C", "C", "C", "C", "C", "C", "C", "H", "H", "H", "H", "H", "H", "H", "H", "H", "H", "H", "H", "H", "H", "H", "H", "H", "H", "H", "H", "H", "H", "H", "H", "H", "H", "H", "H", "H"],
  "coordinates": [[-0.088, 0.783, 0.353], [-0.858, 2.065, 0.146], [-1.095, -0.617, 0.270], [0.936, 0.464, -1.022], [-2.666, -1.496, 1.838], [-4.048, -1.618, 2.489], [3.810, 2.648, -1.901], [0.266, -0.626, -1.690], [-2.507, -0.480, 0.699], [3.061, 1.327, -1.845], [5.278, 2.434, -2.225], [-1.443, -2.508, -1.495], [-0.068, 1.410, 3.045], [1.548, 1.586, -1.695], [0.602, -0.969, -3.158], [-3.945, -2.691, 3.596], [-0.727, -1.258, -0.947], [0.841, 0.941, 1.910], [1.303, -0.049, 2.199], [-2.753, 0.535, 1.051], [5.693, 1.493, -1.789], [-0.965, -2.985, -2.359], [-1.505, -3.261, -0.690], [-0.864, 0.683, 3.232], [-3.489, -3.638, 3.241], [5.418, 2.360, -3.307], [1.383, 2.511, -1.093], [-4.765, -1.869, 1.722], [-4.936, -2.913, 3.947], [3.274, 0.774, -2.738], [-4.403, -0.665, 2.922], [1.479, -1.574, -3.249], [3.355, 3.300, -2.644], [0.481, 1.561, 3.965], [1.086, 1.826, -2.663], [-3.348, -2.334, 4.450], [5.827, 3.327, -1.845], [-1.889, -1.341, 2.566], [-0.520, 2.362, 2.784], [1.637, 1.665, 1.783], [-2.466, -2.320, -1.794], [3.444, 0.742, -0.988], [3.773, 3.175, -0.960], [-2.466, -2.483, 1.379], [-3.234, -0.755, -0.103], [-0.228, -1.442, -3.703], [0.783, -0.078, -3.684]]
}